Computed, not measured: one molecule with the formula C5H5N, with ωB97M-V/def2-TZVPD.

Each line ends with the Löwdin charge.
CARTESIAN COORDINATES (ANGSTROEM)
H -2.6140 2.6664 -0.1761  0.0110
H 3.2196 0.7023 -0.3282  0.0702
C -0.0927 -0.0380 -0.0262  -0.2952
N 2.3758 0.6339 0.2282  0.1680
H 0.1353 -1.8506 -0.7528  0.0507
C -1.0860 1.0181 -0.1410  -0.1254
C -1.8689 1.9284 -0.2479  0.1016
C -0.3140 -1.5520 0.1560  -0.0485
H -1.2865 -1.9961 0.3242  0.0723
H 0.3430 -1.9171 1.0234  0.1031
C 1.1883 0.4047 -0.0598  -0.1077

Cartesian forces (eV/Å) of the 2 atoms listed first:
-0.26 0.44 -0.15
-0.61 -0.04 -0.58

The HOMO-LUMO gap comes out at 8.968 eV. As for the LUMO energy: 0.89 eV. The value obtained for the energy above the lowest of the compared OMol25 structures with the same formula, charge and spin is 85.50 kcal per mole. The structure (SMILES) is C#CC(C)=C=N. Its highest occupied orbital energy is -8.0778 eV. The value obtained for the electronic energy is -6752.20005 eV. As for the max |F|: 0.0512 hartree/bohr.

---

Computed, not measured: one molecule with the formula C5H5N, with ωB97M-V/def2-TZVPD.

Each line ends with the Löwdin charge.
CARTESIAN COORDINATES (ANGSTROEM)
C -3.4632 0.0593 0.0325  -0.2120
H 1.0933 -1.0900 -0.5262  0.0747
H -5.3649 0.1364 -0.3550  0.0725
C -0.9291 0.5435 0.0750  -0.0155
H 2.3355 0.2078 -0.4088  0.0608
C -2.1886 0.2580 -0.1321  -0.0331
N -4.6190 -0.1454 0.2417  0.1606
H 0.4715 1.8874 0.6743  0.1072
C 0.4501 0.9048 0.1226  -0.1897
C 1.4293 -0.2156 0.0680  -0.1598
H 1.6332 -0.5683 1.2404  0.1343

Cartesian forces (eV/Å) of the 2 atoms listed first:
2.72 0.40 -0.55
0.01 0.67 0.49

The HOMO-LUMO gap (alpha / beta) comes out at 7.979 / 7.980 eV. As for the LUMO energy (alpha / beta): 0.20 / 0.20 eV. The value obtained for the energy above the lowest of the compared OMol25 structures with the same formula, charge and spin is 99.15 kcal per mole. The structure (SMILES) is CC=C=C=C=N. Its highest occupied orbital energy (alpha / beta) is -7.7766 / -7.7771 eV. The value obtained for the electronic energy is -6751.60838 eV. As for the max |F|: 0.1319 hartree/bohr.

---

Computed, not measured: one molecule with the formula C5H5N, with ωB97M-V/def2-TZVPD.

Each line ends with the Löwdin charge.
CARTESIAN COORDINATES (ANGSTROEM)
C 2.4320 0.1127 0.5109  0.1198
H -0.5493 -1.5131 -0.0102  0.1276
H -0.3786 -0.3350 1.2813  0.1226
C -2.1843 -0.2340 0.1610  -0.2260
N -3.3134 -0.0419 0.0065  0.1401
H -0.2533 1.4846 -0.6264  0.1257
C -0.7489 -0.4726 0.2570  -0.1912
C 0.0867 0.4430 -0.6603  -0.2025
H 0.0637 0.1316 -1.7109  0.1241
C 1.4301 0.3242 -0.1189  -0.1663
H 3.4155 0.1005 0.9101  0.0261

Cartesian forces (eV/Å) of the 2 atoms listed first:
0.01 0.48 -0.61
-0.04 0.05 0.07

The HOMO-LUMO gap comes out at 11.387 eV. As for the LUMO energy: 0.76 eV. The value obtained for the energy above the lowest of the compared OMol25 structures with the same formula, charge and spin is 49.30 kcal per mole. The structure (SMILES) is C#CCCC#N. Its highest occupied orbital energy is -10.6294 eV. The value obtained for the electronic energy is -6753.76982 eV. As for the max |F|: 0.0213 hartree/bohr.

---

Computed, not measured: C5H5N as an isolated structure, with ωB97M-V/def2-TZVPD.

Each line ends with the Löwdin charge.
CARTESIAN COORDINATES (ANGSTROEM)
H -1.8140 0.4220 1.0666  0.0796
C -1.1291 -0.1610 0.4162  -0.1291
C -1.2916 0.2519 -0.9446  -0.2143
H 0.8764 1.3549 0.9588  0.1285
C 0.6941 0.2200 0.8816  -0.1963
C -1.1184 0.4916 -2.1145  0.0866
C 1.6911 -0.6659 0.4038  -0.1424
H -0.6484 0.9423 -2.9569  0.0223
H 2.5944 -0.7695 -0.1929  0.1154
H -1.2694 -1.2153 0.8656  0.1171
N 1.4148 -0.8709 1.6162  0.1327

Cartesian forces (eV/Å) of the 2 atoms listed first:
0.74 0.09 -0.16
2.17 0.18 3.24

The HOMO-LUMO gap comes out at 9.985 eV. As for the LUMO energy: 0.81 eV. The value obtained for the energy above the lowest of the compared OMol25 structures with the same formula, charge and spin is 133.25 kcal per mole. Its highest occupied orbital energy is -9.1767 eV. The value obtained for the electronic energy is -6750.12941 eV. As for the max |F|: 0.0816 hartree/bohr.

---

Computed, not measured: an isolated ion of composition C5H5N2O2S and charge -1, with ωB97M-V/def2-TZVPD.

Each line ends with the Löwdin charge.
CARTESIAN COORDINATES (ANGSTROEM)
H -1.1977 -2.3301 -0.7059  0.1112
C 1.0415 0.0630 0.3753  -0.3677
C 0.4614 -1.2720 0.0996  -0.0939
S -3.2796 -0.6569 0.3871  0.5022
N -1.2300 0.9075 0.0078  -0.3278
C -1.7287 -0.3198 0.0174  -0.8979
O 3.2752 0.4223 0.5697  -0.0254
C 0.1465 1.0516 -0.3057  -0.1379
H 0.2214 2.1473 0.0366  0.1495
C -0.7877 -1.3789 -0.2751  -0.1507
H 1.2696 -1.9513 -0.4406  0.1379
H 1.0114 0.2859 1.4657  0.1634
H 0.2447 0.9709 -1.4136  0.1426
O -1.8148 2.0325 0.3766  -0.2075
N 2.3669 0.0279 -0.1950  0.0020

Cartesian forces (eV/Å) of the 2 atoms listed first:
0.39 1.11 0.50
-0.80 0.23 2.16

The HOMO-LUMO gap (alpha / beta) comes out at 5.335 / 5.339 eV. As for the LUMO energy (alpha / beta): 2.38 / 2.38 eV. The value obtained for the energy above the lowest of the compared OMol25 structures with the same formula, charge and spin is 138.70 kcal per mole. The structure (SMILES) is O=N[C@@H]1C=CC(=S)N([O-])C1. Its highest occupied orbital energy (alpha / beta) is -2.9546 / -2.9577 eV. The value obtained for the electronic energy is -23172.35165 eV. As for the max |F|: 0.0957 hartree/bohr. Its total charge is -1.

---

Computed, not measured: one molecule with the formula C5H5N3, with ωB97M-V/def2-TZVPD.

Each line ends with the Löwdin charge.
CARTESIAN COORDINATES (ANGSTROEM)
H 2.6345 1.2169 0.3706  0.0979
H 2.6999 -1.2439 0.2466  0.0990
C -0.5002 -1.3046 -0.0476  -0.0549
N -0.6913 1.3760 -0.1149  0.0726
H 1.0186 2.7129 -0.3268  0.1371
N 0.7444 -1.6005 -0.1685  0.0500
C 1.8369 -0.6710 -0.0323  -0.1535
C -1.2022 0.1357 -0.0144  -0.3846
C 1.7109 0.5776 0.2708  -0.0618
H -1.1299 -2.0668 0.0792  0.0522
H -3.1119 0.5678 0.2134  0.0910
C 0.5732 1.6480 -0.1154  -0.0484
N -2.4277 -0.2755 0.1476  0.1035

Cartesian forces (eV/Å) of the 2 atoms listed first:
-0.67 -1.14 0.45
0.78 0.21 -0.49

The HOMO-LUMO gap comes out at 8.685 eV. As for the LUMO energy: -0.66 eV. The value obtained for the energy above the lowest of the compared OMol25 structures with the same formula, charge and spin is 71.25 kcal per mole. The structure (SMILES) is [H]/N=c1/cncccn1. Its highest occupied orbital energy is -9.3462 eV. The value obtained for the electronic energy is -9732.39922 eV. As for the max |F|: 0.1414 hartree/bohr.

---

Computed, not measured: a 2-piece molecular cluster, C5H5N3 overall, with ωB97M-V/def2-TZVPD.

Each line ends with the Löwdin charge.
CARTESIAN COORDINATES (ANGSTROEM)
C 2.9147 -0.8639 -0.1122  -0.0214
N -0.7716 -0.1887 1.1518  0.1188
N -1.0426 0.4874 -1.0085  0.0947
H -2.6519 -1.0121 -1.4008  0.1172
C -1.7022 -0.9070 0.5652  -0.1661
H 0.6645 2.0685 -0.8000  0.0860
C 0.6795 1.5527 0.1658  0.0662
H 0.8080 2.1168 1.1440  0.1167
C 2.1208 0.0483 -0.0648  -0.0234
H -2.2559 -1.7553 1.0472  0.1180
H 3.5146 -1.6660 -0.0576  -0.0390
N -0.3998 0.6276 0.1360  -0.3249
C -1.8781 -0.5083 -0.7660  -0.1429

Cartesian forces (eV/Å) of the 2 atoms listed first:
-2.48 2.87 0.11
0.41 0.73 -1.09

The HOMO-LUMO gap comes out at 9.779 eV. As for the LUMO energy: -0.02 eV. The value obtained for the energy above the lowest of the compared OMol25 structures with the same formula, charge and spin is 117.00 kcal per mole. Its highest occupied orbital energy is -9.7981 eV. The value obtained for the electronic energy is -9730.41524 eV. As for the max |F|: 0.0776 hartree/bohr.

---

Computed, not measured: one molecule with the formula C5H5N3, with ωB97M-V/def2-TZVPD.

Each line ends with the Löwdin charge.
CARTESIAN COORDINATES (ANGSTROEM)
H 0.1235 -0.3960 2.4902  0.1361
H -0.9672 -2.5224 0.0318  0.1458
C 0.2445 0.5439 -0.4294  -0.2461
N 0.5822 1.6048 0.3859  0.0503
N 0.0328 -1.3598 -1.6241  0.0440
C -0.4767 -1.5430 -0.3375  -0.0892
N 0.1637 1.4291 1.5798  0.0063
H 0.8983 0.3623 -2.5904  0.0861
H -0.0852 -1.9394 -2.3958  0.1074
C -0.3140 -0.4632 0.4458  -0.2454
C -0.4902 0.1122 1.7137  -0.1815
H -1.5277 0.5204 2.0768  0.1661
C 0.3876 0.0595 -1.7266  0.0202

Cartesian forces (eV/Å) of the 2 atoms listed first:
-0.98 0.24 0.03
1.06 1.58 -1.20

The HOMO-LUMO gap comes out at 9.299 eV. As for the LUMO energy: 0.58 eV. The value obtained for the energy above the lowest of the compared OMol25 structures with the same formula, charge and spin is 44.86 kcal per mole. The structure (SMILES) is c1[nH]cc2c1CN=N2. Its highest occupied orbital energy is -8.7193 eV. The value obtained for the electronic energy is -9733.54358 eV. As for the max |F|: 0.1009 hartree/bohr.

---

Computed, not measured: one molecule with the formula C5H5N3, with ωB97M-V/def2-TZVPD.

Each line ends with the Löwdin spin population.
CARTESIAN COORDINATES (ANGSTROEM)
H -0.9451 1.9119 0.7832  0.0263
C -0.3026 -2.5513 0.2854  0.1346
H 1.2659 0.8884 -0.8504  0.0048
H 1.2006 -1.0284 -0.5882  0.0014
C 1.1382 -0.0316 -0.2430  0.0129
C -1.1168 0.9078 0.5622  0.3667
H -2.9841 -1.5306 0.4921  0.0244
H 1.7786 -0.0075 0.7033  0.0054
N 0.2131 -3.5548 0.1492  0.3079
N -0.2187 -0.0305 0.3044  0.2215
N -2.3285 0.4005 0.6961  0.0228
C -2.1902 -0.9285 0.6162  0.4225
C -0.8523 -1.2911 0.3829  0.4489

Cartesian forces (eV/Å) of the 2 atoms listed first:
0.70 1.38 0.10
-1.54 4.76 0.53

The HOMO-LUMO gap (alpha / beta) comes out at 6.284 / 7.591 eV. As for the LUMO energy (alpha / beta): 0.72 / -2.84 eV. The value obtained for the energy above the lowest of the compared OMol25 structures with the same formula, charge and spin is 13.69 kcal per mole. Its highest occupied orbital energy (alpha / beta) is -5.5611 / -10.4323 eV. The value obtained for the electronic energy is -9731.16803 eV. Its spin multiplicity is 3. As for the max |F|: 0.0978 hartree/bohr. As for the expectation value of S²: 2.034.

---

Computed, not measured: one molecule with the formula C5H5N3O, with ωB97M-V/def2-TZVPD.

Each line ends with the Löwdin charge.
CARTESIAN COORDINATES (ANGSTROEM)
N 1.3605 -1.3202 1.8184  0.1211
C -1.3544 1.4620 -0.8448  -0.0842
C 0.2550 -0.6709 -0.7183  -0.1111
H 0.8315 -1.5933 -0.6898  0.1166
N -0.4797 -0.5112 -1.8865  0.0883
H 1.8864 -1.2152 2.5964  0.0401
C -1.2465 0.5980 -1.9727  -0.0908
H -1.6467 0.8421 -2.9741  0.1126
C 0.1571 0.1933 0.2184  -0.2496
H -2.0898 2.1746 -0.9262  0.0780
N -0.6125 1.2807 0.2410  0.1617
O 1.3432 0.8824 2.2368  0.1044
H 0.6248 -2.1236 1.3521  0.2072
C 0.9710 0.0013 1.5493  -0.4941

Cartesian forces (eV/Å) of the 2 atoms listed first:
-5.37 -0.77 -5.90
1.72 -2.33 -0.60

The HOMO-LUMO gap comes out at 9.723 eV. As for the LUMO energy: -0.08 eV. The value obtained for the energy above the lowest of the compared OMol25 structures with the same formula, charge and spin is 35.88 kcal per mole. The structure (SMILES) is NC(=O)c1cnccn1. Its highest occupied orbital energy is -9.7994 eV. The value obtained for the electronic energy is -11782.16447 eV. As for the max |F|: 0.1559 hartree/bohr.

---

Q: Which value of electronic energy does entry 8 give?
A: -9733.54358 eV

---

Q: Which of these has the lowest energy above the lowest of the compared OMol25 structures with the same formula, charge and spin?
A: number 9